No. 1
{"formula": "C3H2N2O2", "method": "wB97M-V/def2-TZVPD", "symbols": ["H", "N", "H", "C", "C", "O", "N", "O", "C"], "coordinates": [[-0.6060, 1.9377, 0.8313], [1.0648, 0.5616, 0.4823], [2.7075, 0.9128, 1.3563], [-0.5020, -1.5296, -0.2723], [-0.1677, 0.9564, 0.2764], [1.9758, 1.4662, 1.1122], [0.2012, -2.5630, -0.3401], [-2.0391, 0.3446, -1.1126], [-1.0731, 0.0188, -0.5341]], "atomic_forces_ev_per_a": [[0.9, -2.2, -1.9], [-1.0, 0.9, -0.4], [0.6, -0.7, 0.0], [4.2, -5.3, -1.8], [1.7, 1.7, 2.1], [-3.1, -0.1, -0.7], [-5.4, 7.5, 0.7], [-0.3, -0.4, -0.4], [2.3, -1.3, 2.6]], "nbo_charge": [0.2275, -0.0618, 0.4869, 0.1239, -0.0948, -0.5297, -0.2710, -0.4270, 0.5460], "multiplicity": 1, "smiles": "N#CC(=O)/C=N/O", "e_homo_ev": -11.1, "lumo_energy_ev": -1.081, "gap_ev": 10.0, "e_tot_ev": -10214.06681, "fmax_ha_per_bohr": 0.1805}


No. 2
{"formula": "C13H37BNO8PSi2", "method": "wB97M-V/def2-TZVPD", "symbols": ["H", "O", "C", "H", "H", "H", "C", "H", "H", "O", "H", "N", "B", "C", "H", "H", "H", "H", "H", "H", "H", "H", "Si", "H", "H", "O", "O", "H", "H", "C", "O", "C", "Si", "C", "H", "O", "H", "C", "H", "C", "C", "H", "H", "H", "H", "H", "H", "C", "H", "H", "P", "H", "H", "C", "H", "H", "C", "H", "H", "O", "C", "O", "H"], "coordinates": [[2.5535, 1.2350, 2.6413], [-3.7549, 1.8761, -1.1153], [-7.1013, -3.5334, 1.2618], [-0.9390, 1.3879, -2.2030], [7.8653, 2.2244, -0.2769], [1.2124, 2.6025, 1.3444], [1.7534, 2.7856, -1.2214], [5.4815, 2.3266, -1.0808], [3.5500, 0.5825, -0.5931], [-0.0767, 0.3542, -0.0018], [-3.9931, 1.6289, 1.4362], [-3.9053, -0.2157, 0.2464], [-3.1007, 0.6604, -0.6393], [1.8575, 0.3592, 2.8870], [-5.6488, 0.8289, 0.9318], [0.3379, -4.3324, -2.4700], [1.2670, 4.3786, 0.8460], [5.9995, 1.6827, -2.6502], [1.7314, -3.0817, -0.6644], [-2.2385, -0.8723, 1.5603], [-3.7951, -1.8223, 1.6364], [1.3079, 1.2981, -2.8208], [-1.2787, 0.3011, -1.2490], [3.1401, -0.5000, -2.0230], [-3.0234, 2.5254, -1.2037], [0.5107, -3.7076, -3.2067], [1.2267, -1.5663, -3.4102], [2.1966, -3.1594, 2.4437], [-7.5919, -4.4659, 1.5509], [2.7064, 0.2740, -1.2906], [2.6912, 3.1007, -0.1585], [1.9178, 3.4512, 1.0254], [1.3047, -0.6483, -0.3160], [-4.5822, 0.6599, 1.2771], [-1.3158, -0.9388, -2.0242], [1.4835, -2.4873, 2.3680], [2.6741, 3.6563, 1.8511], [0.8991, -2.3754, -1.0394], [-6.0719, -3.7530, 0.9676], [0.9238, -2.4670, -2.6215], [6.2257, 1.6989, -1.5821], [1.7160, 3.7026, -1.9129], [0.7196, 2.6988, -0.7553], [-0.0632, -2.7929, -0.5660], [0.7635, 0.6874, 2.8851], [7.7299, 3.2461, -1.7247], [-8.1558, -2.2988, 2.6920], [7.6268, 2.2271, -1.3445], [2.1862, -0.0031, 3.9277], [8.3653, 1.5902, -1.8378], [2.2160, -1.0548, 1.6923], [-7.6061, -3.1296, 0.3796], [6.3014, 0.3905, -0.1430], [2.1817, 1.5390, -2.1175], [3.0358, 1.8856, -2.7935], [-6.6033, -2.9299, 3.2713], [-7.1269, -2.5319, 2.3997], [-4.5550, 0.1090, 2.2741], [-2.7213, -2.0824, 0.1830], [-6.4775, -1.3266, 2.0106], [-3.0922, -1.2725, 0.9095], [6.1094, 0.3686, -1.0890], [-6.9505, -0.9749, 1.2457]], "atomic_forces_ev_per_a": [[-1.1, -1.3, 0.1], [2.0, -1.3, 1.1], [0.0, -0.2, 0.0], [0.1, 0.0, 0.0], [-0.1, 0.1, 0.0], [1.1, 1.1, -0.5], [-0.2, 0.6, -0.9], [0.0, 0.1, -0.1], [-1.1, -0.4, -0.8], [0.0, -1.6, -2.2], [-1.1, -1.1, -0.3], [2.2, 1.6, 0.1], [-3.2, 0.6, 0.5], [-0.2, 0.1, 0.6], [1.4, 0.2, 0.7], [0.1, 0.4, -0.6], [1.0, -1.1, 0.2], [0.0, -0.2, 0.1], [-1.1, 1.0, -0.5], [-0.9, -0.5, -1.0], [1.0, 0.7, -1.1], [1.2, 0.2, 1.1], [1.2, 0.9, 0.6], [-0.6, 1.2, 1.1], [-0.9, -0.4, -0.4], [0.7, 1.5, 2.1], [-0.7, -2.3, 2.6], [-0.7, 0.9, 0.0], [0.0, 0.0, -0.1], [-0.3, -0.1, -0.6], [-1.7, -0.4, 0.5], [0.2, 0.1, 0.3], [-0.1, 1.3, 0.6], [0.0, -0.2, 0.5], [0.3, -0.4, 0.0], [0.7, 0.8, -0.6], [-1.1, -0.2, -1.0], [0.2, -1.2, -0.4], [-0.1, 0.0, 0.1], [-0.4, 0.6, -2.0], [0.1, 0.0, 0.4], [0.0, -1.2, 0.8], [1.2, -0.3, -0.8], [1.3, 0.6, -1.0], [1.5, -0.3, 0.2], [0.0, 0.0, 0.1], [0.0, -0.2, 0.1], [0.1, 0.1, -0.1], [-0.7, 0.5, -1.5], [-0.1, 0.1, 0.0], [1.0, -1.0, 1.1], [-0.1, -0.1, 0.1], [0.0, 0.0, -0.2], [0.4, 0.4, 0.1], [-1.1, -0.4, 0.9], [0.0, 0.2, 0.0], [-0.1, 0.1, -0.4], [-0.4, 0.8, -1.4], [-0.4, 1.4, 0.9], [-0.1, -0.1, 0.2], [-0.6, -1.3, 1.0], [-0.1, -0.2, -0.1], [0.1, -0.1, 0.1]], "nbo_charge": [0.2498, -0.8825, -0.6330, -0.1969, 0.1961, 0.1824, -0.0754, 0.1675, 0.2671, -1.2321, 0.1851, -0.6970, 0.6182, -0.9517, 0.2047, 0.4771, 0.1744, 0.1767, 0.2798, 0.1914, 0.2170, 0.2315, 1.0858, 0.2678, 0.4856, -0.6866, -0.5672, 0.4910, 0.2121, -0.9150, -0.5686, -0.2688, 1.6147, -0.4125, -0.1794, -0.9760, 0.1954, -1.0553, 0.2121, 0.8089, -0.0693, 0.1774, 0.1802, 0.2755, 0.2316, 0.2115, 0.1574, -0.6312, 0.2492, 0.2117, 0.5524, 0.2001, 0.4611, -0.4286, 0.2144, 0.1768, -0.0605, 0.2194, 0.2039, -0.7264, -0.4423, -0.7234, 0.4649], "multiplicity": 1, "e_homo_ev": -8.1, "lumo_energy_ev": 0.266, "gap_ev": 8.4, "e_tot_ev": -57672.84042, "fmax_ha_per_bohr": 0.0700}


No. 3
{"formula": "C3H4N2S2", "method": "wB97M-V/def2-TZVPD", "symbols": ["S", "H", "N", "H", "C", "C", "S", "H", "N", "H", "C"], "coordinates": [[0.9597, -1.2634, -0.1091], [1.7938, 1.4935, 0.8447], [-1.5534, -1.1795, -0.0258], [1.9116, 0.9284, -0.6047], [-0.5769, -2.0254, -0.0194], [-1.2869, 0.1464, -0.0110], [-2.7080, 1.0855, -0.0016], [-0.7707, -3.0819, 0.2101], [1.2477, 1.3640, -0.0228], [0.8412, 2.2176, -0.2049], [0.1420, 0.3149, -0.0555]], "atomic_forces_ev_per_a": [[-0.1, 0.2, 0.3], [-0.8, -0.3, 0.4], [0.1, -2.8, 0.4], [1.1, 0.5, -2.0], [-0.8, 0.8, 0.4], [0.7, 1.7, -0.3], [1.2, 1.0, 0.1], [0.5, 0.4, -0.6], [-1.3, -2.6, 2.5], [-0.7, 2.7, -1.5], [0.2, -1.6, 0.4]], "nbo_charge": [0.2566, 0.4099, -0.4217, 0.4368, -0.1043, -0.0081, -0.3079, 0.2321, -0.6623, 0.4438, -0.2750], "multiplicity": 1, "smiles": "[NH3+]c1scnc1[S-]", "e_homo_ev": -6.9, "lumo_energy_ev": -0.661, "gap_ev": 6.2, "e_tot_ev": -27823.11614, "fmax_ha_per_bohr": 0.0745}


No. 4
{"formula": "C18H34N2O8", "method": "wB97M-V/def2-TZVPD", "symbols": ["C", "C", "O", "O", "C", "C", "C", "N", "H", "C", "H", "H", "H", "H", "H", "H", "O", "H", "C", "H", "H", "H", "H", "C", "C", "O", "H", "H", "H", "C", "C", "C", "H", "C", "O", "C", "H", "H", "H", "O", "C", "H", "H", "C", "H", "H", "H", "N", "H", "H", "H", "H", "C", "O", "H", "C", "H", "H", "O", "H", "H", "H"], "coordinates": [[-1.0378, 1.9690, -2.7807], [1.4493, 2.5974, -2.5913], [-1.8866, 4.3529, -5.1966], [3.6531, 0.1267, 2.3495], [5.3531, 1.6474, 3.3012], [-2.0970, -4.0358, 0.4442], [-2.8815, -5.1693, -0.1719], [-2.6367, 4.3582, -0.1907], [-2.9290, 1.1820, -3.4777], [4.0796, 1.3900, 2.5306], [3.3202, -1.5574, 4.4094], [-1.6615, 2.4743, -0.0161], [-2.2037, -6.0013, -0.3572], [2.3128, 3.2280, 0.3635], [3.3400, 3.0621, -1.6136], [4.9257, -2.3023, 4.3219], [-3.7121, -0.0434, -1.5536], [0.4317, 0.9604, -1.5543], [-1.7529, 3.6326, -4.2237], [5.4715, -0.8865, 2.3195], [-2.8201, -1.3586, -2.9713], [-0.8263, 3.9660, -1.9314], [-2.0234, 5.0953, -0.5099], [4.4430, -1.0249, 2.6565], [-1.5671, 3.1781, -2.0684], [-0.8975, 2.6003, -4.1291], [-3.0982, -6.4562, 3.7108], [-3.0215, -3.9755, 3.5590], [6.0572, 0.8191, 3.2934], [-2.3712, 0.1295, -1.7753], [-2.2489, 3.0537, -0.7206], [-3.0327, -1.2394, -1.9244], [-3.7172, -5.5150, 0.4310], [2.5126, 2.3686, -1.5100], [-2.0956, -3.8741, 1.7764], [0.3836, 1.5128, -2.4867], [2.8508, 1.3417, -1.6351], [4.0226, -1.8282, 2.0546], [-1.4458, -5.8777, 3.4378], [3.3975, 2.2863, 2.1208], [4.3589, -1.3926, 4.1234], [-3.1757, 2.5040, -0.8764], [-2.6399, -1.8188, -1.1074], [-2.9725, -4.5821, 2.6570], [1.9619, 1.6271, 0.3052], [5.8539, 2.5014, 2.8522], [-3.9830, -4.6157, 2.2475], [1.8931, 2.5007, -0.1809], [1.9162, 2.5690, -3.5709], [0.5952, 0.7907, -3.2724], [-3.5586, 4.5849, -0.5281], [4.7464, -0.5993, 4.7624], [-2.4401, -5.9584, 2.9986], [-2.4543, 3.7477, -3.0534], [-1.7176, 0.2679, -0.9380], [-1.9912, 0.8329, -3.0638], [-1.5340, 0.0805, -3.6907], [-2.3506, -6.5890, 2.1142], [-1.4221, -3.3043, -0.2279], [-3.2877, -4.8236, -1.1196], [1.0684, 3.6022, -2.4521], [5.0933, 1.8879, 4.3309]], "atomic_forces_ev_per_a": [[1.0, 0.4, -2.2], [0.7, 0.0, 0.5], [0.1, -1.4, 1.8], [-0.2, -0.1, -0.3], [0.3, -0.1, -0.3], [0.0, -0.4, -0.1], [-0.4, 0.2, 0.0], [0.0, -0.2, 0.2], [0.0, 0.2, -0.4], [0.2, 0.0, 0.3], [0.0, -0.1, 0.0], [0.4, 0.1, 0.0], [0.0, 0.0, 0.0], [0.2, -0.1, 0.3], [0.2, 0.0, -0.2], [0.0, 0.0, 0.0], [-1.5, -0.1, 0.3], [-0.1, 0.2, 0.3], [-0.5, 0.9, -1.4], [0.0, 0.1, 0.0], [-1.2, -1.3, -0.4], [0.7, -0.4, 0.0], [0.2, 0.0, 0.1], [0.1, -0.2, 0.2], [-0.5, 0.4, 1.2], [0.0, 0.5, -0.2], [0.0, 0.0, 0.0], [0.1, 0.1, -0.1], [-0.1, 0.0, 0.1], [0.5, -0.8, -0.6], [-1.0, 0.1, -0.7], [2.4, 2.4, 0.5], [0.1, -0.1, 0.1], [-1.0, 0.0, 0.2], [0.0, 0.3, 0.2], [-0.3, 0.0, -0.4], [0.5, -0.1, 0.0], [-0.1, 0.1, -0.1], [0.0, 0.0, 0.1], [0.1, 0.1, 0.2], [-0.1, 0.1, 0.1], [-0.1, -0.3, 0.1], [-0.7, -0.9, -0.3], [-0.1, -0.2, 0.1], [0.1, 0.1, 0.5], [-0.1, 0.1, 0.1], [0.0, 0.0, -0.1], [-0.4, -0.1, -1.1], [0.0, 0.0, -0.2], [0.0, -0.3, 0.0], [-0.1, 0.1, 0.0], [0.1, 0.0, 0.0], [0.1, 0.0, -0.1], [0.2, 0.2, -0.5], [0.0, 0.2, 0.7], [-0.4, -0.2, 1.9], [0.3, 0.3, -0.6], [-0.1, 0.0, 0.0], [0.2, 0.0, 0.1], [0.2, 0.0, -0.1], [-0.2, 0.1, 0.0], [0.0, 0.0, 0.0]], "nbo_charge": [0.2794, -0.3973, -0.5885, -0.5076, -0.7441, 0.8068, -0.7454, -0.8198, 0.2447, 0.8047, 0.2223, 0.2084, 0.2471, 0.3802, 0.1853, 0.2202, -0.4824, 0.2238, 0.9715, 0.1751, 0.1860, 0.1898, 0.3512, -0.0696, 0.0498, -0.5175, 0.2211, 0.2013, 0.2171, 0.0746, -0.2458, -0.1696, 0.2182, -0.2129, -0.5009, -0.4313, 0.1690, 0.2016, 0.2198, -0.5851, -0.6376, 0.2067, 0.2238, -0.0702, 0.3706, 0.2484, 0.1775, -0.8638, 0.2081, 0.2167, 0.3623, 0.2075, -0.6374, -0.5158, 0.1793, -0.4681, 0.2242, 0.2076, -0.5882, 0.2501, 0.1988, 0.2480], "multiplicity": 1, "smiles": "NCCC[C@]1(C[C@@H]2CO2)OC(=O)O[C@H]1CN.CCOC(C)=O.CCOC(C)=O", "e_homo_ev": -8.7, "lumo_energy_ev": 0.451, "gap_ev": 9.2, "e_tot_ev": -38575.62161, "fmax_ha_per_bohr": 0.0670}


No. 5
{"formula": "C5H2O", "method": "wB97M-V/def2-TZVPD", "symbols": ["C", "C", "H", "C", "C", "C", "H", "O"], "coordinates": [[-0.3151, -0.2196, 0.0110], [0.3876, 0.7605, -0.0122], [-1.8002, -3.4756, -0.0241], [-1.3570, -2.5267, -0.0133], [-0.9371, -1.4044, 0.0172], [1.1377, 1.9665, -0.0108], [1.3342, 2.3529, 1.0134], [1.5499, 2.5464, -0.9812]], "atomic_forces_ev_per_a": [[1.2, 1.5, 0.1], [-0.8, -0.7, -0.4], [-0.2, -0.6, 0.0], [-0.1, 0.4, 0.1], [-0.6, -1.5, -0.1], [0.6, 0.9, 0.7], [0.0, 0.0, -0.2], [-0.1, -0.1, -0.2]], "nbo_charge": [0.0025, -0.0424, 0.2360, -0.0946, -0.1146, 0.3466, 0.1327, -0.4662], "multiplicity": 1, "smiles": "C#CC#CC=O", "e_homo_ev": -10.2, "lumo_energy_ev": -0.672, "gap_ev": 9.5, "e_tot_ev": -7260.41155, "fmax_ha_per_bohr": 0.0382}


No. 6
{"formula": "C12H24NO2", "method": "wB97M-V/def2-TZVPD", "symbols": ["H", "H", "H", "H", "H", "O", "C", "C", "H", "H", "O", "C", "H", "C", "C", "N", "C", "H", "H", "H", "H", "H", "H", "C", "H", "C", "H", "H", "H", "H", "C", "C", "H", "H", "H", "C", "H", "H", "C"], "coordinates": [[-1.1525, -1.6136, -0.5808], [3.4823, -1.7479, -1.2634], [1.9854, -0.0830, -2.3462], [-2.1985, 0.8140, 2.9741], [-2.4788, -1.1353, 1.1446], [-3.3849, 0.7760, -1.0865], [-4.0513, 2.1055, -1.2152], [0.5924, 0.8815, -0.4380], [-0.8668, 1.1771, 1.7498], [-3.5177, 2.9288, -0.5898], [-2.9692, 1.2093, 1.1027], [4.5277, -0.5500, 0.0612], [-4.3106, -2.5737, 0.2345], [-4.3694, -1.5914, 0.4250], [4.2632, 0.3061, 1.3206], [-2.9304, -1.1371, 0.2472], [3.1845, -0.9634, -0.5633], [2.4448, -1.1986, 0.1832], [2.5226, 1.1543, 0.2605], [-2.2564, -2.9623, -0.4463], [4.9610, -1.5704, 0.2382], [1.8926, 2.1811, -1.0837], [-4.9257, -1.0147, -0.2513], [-2.1528, -1.9267, -0.7170], [3.2742, 0.1053, 1.5537], [2.6257, 0.1838, -1.4575], [-1.9367, 2.4609, 2.2531], [-2.5522, -1.6051, -1.7193], [5.2070, 0.0210, -0.6279], [4.9812, -0.0228, 2.0303], [-1.9393, 1.4792, 2.0530], [1.9241, 1.2314, -0.6688], [4.3224, 1.3072, 1.0554], [-4.5895, -1.4231, 1.5344], [-5.1118, 2.1731, -0.8808], [-2.7924, 0.3583, 0.0695], [3.4348, 0.7324, -2.0034], [-3.7975, 2.3470, -2.2205], [-0.3383, 0.2118, -0.0961]], "atomic_forces_ev_per_a": [[1.1, 0.3, -0.3], [-0.8, -0.5, 0.3], [0.4, -0.5, 1.1], [0.5, 1.5, -1.3], [0.6, -1.0, 0.8], [0.1, -0.9, 2.3], [1.8, 1.6, 2.1], [0.1, -0.4, 0.6], [-2.0, 0.3, -0.3], [-0.6, -1.8, -0.9], [0.3, -1.7, -2.0], [-0.2, -0.6, -0.1], [-0.5, -3.5, -0.8], [1.5, 3.1, 3.2], [1.7, -2.2, -1.5], [-0.1, 2.0, 1.0], [1.0, 1.7, -2.9], [-0.2, -0.7, 0.2], [-1.0, 1.3, -0.2], [-0.3, -0.4, -0.3], [0.3, 1.3, 0.5], [0.8, 2.0, -0.9], [-1.2, 0.5, -0.7], [-1.2, 0.4, -1.4], [-1.7, -0.4, 1.5], [0.7, 0.0, -2.9], [-0.4, 3.5, 0.9], [0.6, -0.9, 0.8], [-0.7, -0.8, 0.3], [0.3, 0.4, 1.2], [1.5, -5.5, 1.8], [1.5, -0.7, 1.5], [0.5, 2.0, 0.0], [-0.2, -0.1, -1.8], [0.8, -0.9, -0.6], [0.9, 2.9, -1.9], [0.0, -0.7, 0.7], [-0.6, 0.1, -0.8], [-5.3, -0.5, 0.7]], "nbo_charge": [0.2849, 0.2194, 0.2055, 0.1852, 0.4421, -0.5247, -0.2677, -0.0508, 0.2629, 0.2165, -0.5219, -0.3883, 0.2248, -0.3805, -0.6171, -0.4092, -0.4122, 0.2020, 0.2482, 0.2290, 0.2082, 0.2392, 0.2366, -0.4195, 0.1865, -0.3764, 0.2080, 0.2421, 0.2089, 0.2269, -0.2661, -0.5276, 0.2040, 0.2366, 0.2253, 0.9395, 0.2100, 0.2295, -0.3598], "multiplicity": 1, "e_homo_ev": [-12.1, -12.1], "lumo_energy_ev": [-4.313, -4.312], "gap_ev": [7.8, 7.8], "e_tot_ev": -18403.31274, "fmax_ha_per_bohr": 0.1164, "charge": 1}